DFT (ωB97M-V/def2-TZVPD) results for an isolated ion of composition C14H19O7 and charge -1 at a distorted geometry.

Atoms and positions in Å:
1 C 2.849 2.504 0.798
2 C 2.614 1.024 0.763
3 O 1.282 0.821 0.287
4 C 0.917 -0.459 0.418
5 C -0.328 -0.793 -0.338
6 C -1.164 -1.866 0.494
7 C -1.334 -1.455 1.953
8 C -0.574 -3.269 0.402
9 C -1.147 0.487 -0.449
10 O -0.928 1.355 -1.283
11 O -2.245 0.535 0.338
12 C -3.147 1.715 0.210
13 C -3.008 2.554 1.445
14 O 1.594 -1.264 1.047
15 H 3.849 2.658 1.218
16 H 2.812 2.933 -0.214
17 H 2.095 2.978 1.441
18 H 3.317 0.521 0.088
19 H 2.699 0.557 1.749
20 H -2.161 -1.929 0.036
21 H -1.806 -0.474 1.984
22 H -1.936 -2.146 2.557
23 H -0.333 -1.444 2.378
24 H -0.465 -3.572 -0.652
25 H 0.417 -3.233 0.877
26 H -1.223 -3.984 0.948
27 H -2.872 2.292 -0.682
28 H -4.152 1.292 0.117
29 H -3.779 3.323 1.431
30 H -3.122 1.958 2.355
31 H -2.031 3.048 1.473
32 C 1.228 0.253 -2.465
33 C 0.561 -0.863 -1.920
34 C 1.501 -1.959 -2.274
35 O 1.334 -3.132 -2.021
36 O 2.551 -1.492 -3.039
37 C 2.469 -0.079 -3.187
38 O 3.378 0.537 -3.715
39 H 0.818 1.242 -2.538
40 H -0.529 -1.173 -2.032

Its HOMO energy is -2.998 eV. The electronic energy comes out at -1071.54159 a.u. As for the SMILES: CCOC(=O)C(C(=O)OCC)(C(C)C)[C@H]1C=C([O-])OC1=O. The HOMO-LUMO gap is 5.8 eV. The LUMO energy comes out at 2.84 eV. As for the total charge: -1.

natural (NBO) atomic charge list, values in e, 6 entries:
1 C -0.620
2 C -0.076
3 O -0.516
4 C 0.813
5 C -0.270
6 C -0.197